(1)
Here is a structure of composition C28H46BIrN5O2 from OMol25. Energies are from wB97M-V/def2-TZVPD.

The geometry in XYZ format:
```
83
Properties=species:S:1:pos:R:3:forces:R:3:lowdin_spin:R:1
Ir -0.007 -0.472 0.579 0.0 -0.5 0.3 2.33
C 3.563 -1.276 0.910 0.1 0.0 0.0 0.00
C 3.009 -0.194 1.844 -0.1 -0.1 0.1 0.01
N 1.930 0.657 1.311 -0.1 0.3 -0.2 0.15
C 1.553 1.693 2.295 0.0 0.0 0.1 0.01
C 0.205 2.310 1.963 0.0 0.0 0.0 0.01
N -0.836 1.287 1.739 0.0 0.1 -0.2 0.07
C -1.675 0.887 2.889 0.0 0.0 0.0 0.01
C -1.007 0.168 4.061 0.0 0.0 0.0 0.00
C -0.054 -1.014 3.829 0.1 0.0 0.1 0.01
N -0.208 -1.755 2.560 -0.1 0.0 0.0 0.12
C 0.800 -2.843 2.464 0.0 0.0 0.1 0.01
C 0.987 -3.326 1.035 0.0 0.0 0.0 0.01
N 1.274 -2.208 0.106 -0.1 -0.1 -0.2 0.07
C 2.694 -1.883 -0.191 0.0 0.0 -0.1 0.02
H 3.966 -2.069 1.544 0.0 0.0 0.0 0.00
H 4.431 -0.872 0.385 0.0 0.0 0.0 0.00
H 3.840 0.436 2.176 0.0 0.0 0.0 0.00
H 2.612 -0.654 2.749 0.0 0.0 -0.1 0.00
H 2.261 1.114 0.457 0.0 0.0 0.0 0.05
H 2.315 2.474 2.350 0.0 0.0 0.0 0.00
H 1.521 1.218 3.276 0.0 0.0 0.0 0.00
H 0.295 2.878 1.034 0.0 0.0 0.0 0.00
H -0.097 3.015 2.743 0.1 0.0 0.0 0.00
H -1.480 1.672 1.055 0.0 0.0 0.0 0.00
H -2.462 0.257 2.466 0.0 0.0 0.0 0.00
H -2.166 1.777 3.297 0.0 0.0 0.0 0.00
H -1.835 -0.165 4.690 0.0 0.0 0.0 0.00
H -0.473 0.894 4.678 0.0 0.0 0.0 0.00
H -0.149 -1.710 4.669 0.0 0.0 0.0 0.00
H 0.978 -0.667 3.852 -0.1 0.0 0.0 0.00
H -1.129 -2.187 2.563 0.0 0.0 -0.1 0.00
H 0.521 -3.684 3.104 0.0 0.0 0.0 0.00
H 1.741 -2.457 2.855 0.0 0.0 0.0 0.00
H 0.068 -3.804 0.687 0.0 0.0 0.0 0.00
H 1.778 -4.078 0.991 0.0 0.0 0.1 0.00
H 0.884 -2.473 -0.796 0.0 -0.1 0.0 0.01
H 2.650 -1.187 -1.034 0.0 0.0 0.0 0.02
H 3.190 -2.787 -0.554 0.0 0.0 0.0 0.00
O 4.107 1.898 -1.406 0.0 0.0 0.0 0.10
B 2.913 1.410 -1.843 -0.1 0.0 0.0 0.55
O 2.809 1.233 -3.186 -0.1 0.0 0.0 0.10
C 4.056 1.659 -3.663 0.2 0.1 0.0 0.03
C 4.505 1.704 -4.962 0.0 0.0 0.1 0.00
C 5.801 2.181 -5.138 0.1 0.0 0.0 0.00
C 6.587 2.584 -4.062 0.0 0.0 0.0 0.00
C 6.120 2.533 -2.752 -0.1 0.0 0.0 0.00
C 4.839 2.060 -2.593 0.0 0.0 -0.2 0.03
H 3.890 1.391 -5.793 0.0 0.0 0.0 0.00
H 6.207 2.241 -6.138 0.0 0.0 0.0 0.00
H 7.587 2.950 -4.249 0.0 0.0 0.0 0.00
H 6.721 2.849 -1.912 0.0 0.0 0.0 0.00
C -6.742 0.533 -0.878 -0.1 0.0 0.0 -0.01
C -5.491 -0.153 -0.416 0.1 -0.1 0.0 0.00
C -5.558 -1.234 0.468 0.1 0.1 0.0 0.20
C -4.402 -1.888 0.929 0.0 0.1 0.0 0.00
C -4.523 -3.051 1.867 0.0 -0.1 0.0 -0.01
C -3.185 -1.423 0.499 0.0 0.0 0.0 0.13
C -3.053 -0.346 -0.434 -0.2 -0.3 0.2 0.06
C -4.257 0.272 -0.871 0.0 0.1 0.0 0.14
N -1.802 -0.021 -0.780 0.3 0.4 -0.2 0.51
C -1.379 0.670 -2.027 0.0 0.0 -0.1 0.04
C -0.880 2.075 -1.677 -0.1 0.0 0.0 0.03
C -0.207 -0.173 -2.550 0.1 0.1 0.0 0.06
C -2.402 0.773 -3.164 0.1 0.0 0.0 0.01
H -7.605 0.220 -0.295 0.0 0.0 0.0 0.00
H -6.943 0.300 -1.925 0.0 0.0 0.0 0.00
H -6.648 1.615 -0.793 0.0 0.0 0.0 0.00
H -6.527 -1.575 0.811 0.0 0.0 0.0 0.01
H -5.239 -3.780 1.490 0.0 0.0 0.0 0.00
H -4.875 -2.729 2.848 0.0 0.0 0.0 0.00
H -3.568 -3.563 1.996 0.0 0.0 0.0 0.00
H -2.273 -1.928 0.800 0.0 0.0 0.0 0.01
H -4.226 1.131 -1.519 0.0 0.0 0.0 0.01
H -0.075 2.042 -0.940 0.0 0.0 0.0 0.02
H -1.693 2.699 -1.301 0.0 0.0 0.0 0.00
H -0.479 2.555 -2.570 0.0 0.0 0.0 0.00
H 0.623 -0.202 -1.827 -0.1 0.0 0.0 0.04
H 0.206 0.275 -3.453 0.0 0.0 0.0 0.00
H -0.529 -1.190 -2.780 0.0 0.0 0.0 0.00
H -3.132 1.563 -3.022 0.0 0.0 0.0 0.00
H -2.915 -0.170 -3.353 0.0 0.0 0.0 0.00
H -1.853 1.039 -4.067 0.0 -0.1 0.0 0.00
```
Forces are in eV/Å.

HOMO energy (spin up / spin down) = -12.627 / -13.269 eV
2S+1 = 6
Kohn-Sham gap (spin up / spin down) = 8.18 / 5.99 eV
Expectation value of S² = 8.80
LUMO level (spin up / spin down) = -0.163 / -0.268 Eh
Total charge = +2

---

(2)
Here is an isolated molecule of C8H16N2O3S in a non-equilibrium geometry from OMol25. Energies are from wB97M-V/def2-TZVPD.

The geometry in XYZ format:
```
30
Properties=species:S:1:pos:R:3:forces:R:3:nbo_charge:R:1
C 1.448 -1.193 -0.454 -0.4 -1.7 -0.5 -0.14
C 0.226 -0.412 -0.931 0.1 0.3 0.5 0.68
C 2.243 -0.458 0.627 1.3 -0.1 1.4 -0.21
C 2.967 0.819 0.122 -1.1 -1.0 -1.2 -0.62
C 1.377 -0.124 1.873 -1.6 -0.7 -0.4 -0.63
C -2.017 0.327 -0.552 0.0 -0.1 -0.6 -0.19
C -1.628 1.768 -0.299 -0.1 1.0 0.5 0.81
C -3.247 -0.105 0.211 -0.9 0.1 0.2 -0.50
H 2.294 -0.594 -2.167 0.1 -1.1 0.5 0.37
H 1.649 -2.074 -2.290 0.5 0.4 0.7 0.35
H 1.147 -2.212 -0.034 0.0 1.3 -0.3 0.20
H 3.059 -1.186 0.981 -1.2 0.8 -0.6 0.21
H 3.615 1.248 0.858 0.3 0.2 0.5 0.21
H 3.559 0.575 -0.785 -0.3 0.3 0.5 0.21
H 2.174 1.529 -0.144 0.4 0.2 0.0 0.22
H 1.929 0.227 2.700 1.3 0.4 0.8 0.21
H 0.832 -1.006 2.291 0.4 0.3 -0.5 0.19
H 0.590 0.651 1.749 0.6 -0.5 -0.5 0.23
H -1.089 -1.374 0.356 0.2 1.2 -0.6 0.42
H -2.246 0.339 -1.638 0.3 -0.5 0.3 0.24
H -4.147 0.461 -0.093 0.7 0.0 0.3 0.24
H -3.059 -0.025 1.283 -0.1 0.3 -0.1 0.22
H -4.210 -1.946 1.187 0.1 -0.3 -0.4 0.13
H -2.230 3.548 -0.568 -0.5 -1.5 -0.4 0.50
N 2.237 -1.505 -1.651 0.0 0.8 -0.9 -0.82
N -0.900 -0.496 -0.170 -0.3 -1.2 -0.1 -0.63
O 0.278 0.329 -1.899 0.0 -0.1 0.1 -0.64
O -0.640 2.147 0.271 -0.4 -0.1 -0.2 -0.58
O -2.562 2.623 -0.791 0.8 1.1 0.5 -0.69
S -3.651 -1.880 -0.042 0.0 0.2 0.4 -0.05
```
Forces are in eV/Å.

HOMO energy = -9.460 eV
Kohn-Sham gap = 9.89 eV
SMILES = CC(C)[C@H](N)C(=O)N[C@@H](CS)C(=O)O
LUMO level = 0.016 Eh
Total charge = 0

---

(3)
Here is a cluster of 2 separate species, HN2O3S in total in a non-equilibrium geometry from OMol25. Energies are from wB97M-V/def2-TZVPD.

The geometry in XYZ format:
```
7
Properties=species:S:1:pos:R:3:forces:R:3:nbo_charge:R:1
N -1.422 -0.581 -2.060 1.1 1.9 2.0 -0.11
N -1.019 0.387 -1.614 -1.1 -1.4 -2.6 0.44
O -0.511 -0.364 1.625 -2.6 0.0 0.1 -1.09
O -0.669 1.510 -1.456 0.0 -0.5 0.8 -0.34
O 1.280 -0.568 0.021 0.9 0.2 -3.1 -1.08
S 0.843 -0.819 1.365 1.6 1.2 3.4 1.41
H 1.498 0.435 2.119 0.0 -1.4 -0.5 -0.24
```
Forces are in eV/Å.

HOMO energy = -2.846 eV
Kohn-Sham gap = 6.88 eV
LUMO level = 0.148 Eh
Total charge = -1

---

(4)
Here is a structure of composition C12H20CrN2O5SSe2 in a non-equilibrium geometry from OMol25. Energies are from wB97M-V/def2-TZVPD.

The geometry in XYZ format:
```
43
Properties=species:S:1:pos:R:3:forces:R:3:nbo_charge:R:1
Cr 0.796 -0.560 -0.202 -0.3 0.4 0.1 1.22
C -1.386 4.373 4.259 -0.3 -0.6 -0.9 -0.81
Se -0.865 2.588 3.583 0.1 0.7 0.4 0.31
C 0.185 3.016 1.981 0.3 -0.5 0.4 -0.62
C -0.694 3.300 0.816 -1.2 1.4 0.0 -0.58
Se -1.422 1.798 -0.114 -0.4 -1.4 -0.4 0.23
C -2.568 0.893 1.232 -0.6 1.2 0.6 -0.79
H -2.294 4.134 4.833 0.4 0.6 -0.2 0.22
H -1.545 5.111 3.463 -0.4 -0.3 0.2 0.20
H -0.588 4.728 4.862 0.5 0.4 0.8 0.21
H 0.741 2.071 1.799 0.0 1.3 0.3 0.29
H 0.822 3.897 2.107 0.2 -0.3 0.5 0.21
H -0.205 3.913 0.035 -0.1 -0.4 0.3 0.22
H -1.569 3.882 1.184 0.4 -0.2 -0.5 0.22
H -3.144 1.719 1.758 0.7 -1.2 -0.6 0.23
H -2.029 0.266 1.966 -0.2 0.6 -0.7 0.28
H -3.255 0.299 0.640 -0.2 -0.1 -0.2 0.20
O -0.418 0.072 2.964 1.4 -0.7 0.1 -1.01
S 0.765 -0.549 2.366 -0.8 2.2 0.4 2.56
O 1.739 -1.065 3.277 0.0 -0.3 -0.4 -0.94
O 1.424 0.496 1.363 -0.1 -2.1 0.5 -1.04
O 0.214 -1.539 1.346 0.5 -0.8 0.2 -1.03
C 4.296 -0.844 -1.355 -0.5 -0.2 -0.2 -0.71
C 2.891 -0.733 -1.913 -0.5 0.8 -0.6 0.70
O 2.150 0.230 -1.641 -0.1 -0.2 0.3 -0.67
N 2.436 -1.665 -2.777 1.1 -1.6 0.7 -0.58
C 1.094 -1.797 -3.315 0.4 -0.1 -0.5 -0.27
C -0.074 -2.345 -2.509 -1.6 0.6 0.9 0.22
C -1.161 -2.754 -3.290 0.3 -0.5 -0.6 -0.25
C -2.284 -3.391 -2.803 0.9 0.8 1.0 -0.14
C -2.364 -3.445 -1.414 -0.3 0.1 0.3 -0.25
C -1.451 -2.708 -0.682 1.9 0.1 1.0 0.07
N -0.270 -2.164 -1.180 -1.0 -0.9 -1.6 -0.51
H 4.431 -0.035 -0.623 0.0 -0.5 -0.2 0.27
H 5.057 -0.769 -2.142 -0.3 0.0 0.1 0.25
H 4.363 -1.850 -0.916 0.3 0.4 0.2 0.24
H 3.060 -2.464 -2.888 -0.4 0.3 -0.1 0.40
H 1.187 -2.455 -4.224 -0.1 0.9 0.8 0.24
H 0.788 -0.791 -3.583 -0.1 0.2 -0.5 0.25
H -1.105 -2.533 -4.332 0.2 -0.3 -0.8 0.22
H -3.062 -3.739 -3.448 -0.2 -0.2 -0.3 0.23
H -3.167 -3.982 -0.898 0.3 0.4 -0.2 0.24
H -1.521 -2.607 0.415 -0.1 0.1 -0.7 0.26
```
Forces are in eV/Å.

HOMO energy (spin up / spin down) = -6.969 / -6.969 eV
2S+1 = 5
Kohn-Sham gap (spin up / spin down) = 6.43 / 6.36 eV
Expectation value of S² = 6.01
LUMO level (spin up / spin down) = -0.020 / -0.022 Eh
Total charge = 0

---

The evaluated molar mass for the records listed, in turn: 687.74 220.29 109.09 514.28 g mol⁻¹.
The evaluated calculated total energy for the records listed, in turn: -1647.38584 -1047.87680 -733.96862 -7200.50360 a.u..
The evaluated energy above the lowest of the compared OMol25 structures with the same formula, charge and spin for the records listed, in turn: 10.2 13.8 92.6 0.0 kcal/mol.